{
  "formula": "C42H76FN4O12",
  "method": "ωB97M-V/def2-TZVPD",
  "elements": ["C", "C", "C", "C", "O", "C", "C", "C", "O", "C", "N", "C", "C", "C", "C", "C", "C", "C", "N", "C", "C", "C", "C", "C", "C", "C", "C", "N", "N", "C", "F", "C", "C", "C", "C", "C", "C", "C", "C", "H", "H", "H", "H", "H", "H", "H", "H", "H", "H", "H", "H", "H", "H", "H", "H", "H", "H", "H", "H", "H", "H", "H", "H", "H", "H", "H", "H", "H", "H", "H", "H", "H", "H", "H", "H", "H", "H", "H", "H", "H", "H", "H", "H", "H", "H", "C", "C", "O", "O", "H", "H", "H", "H", "H", "H", "C", "C", "O", "O", "H", "H", "H", "H", "H", "H", "C", "C", "O", "O", "H", "H", "H", "H", "H", "H", "C", "C", "O", "O", "H", "H", "H", "H", "H", "H", "C", "C", "O", "O", "H", "H", "H", "H", "H", "H"],
  "coordinates": [[-0.296099, 4.298724, -1.890327], [-1.066745, 3.434599, -1.600093], [-2.019263, 2.392649, -1.338760], [-2.895823, 2.780014, -0.371362], [-2.817831, 4.012442, 0.209306], [-3.427309, 5.071727, -0.573253], [-4.625670, 5.642120, 0.158737], [-5.105123, 6.927301, -0.500040], [-4.276848, 5.837844, 1.523015], [-3.912005, 1.934586, 0.124608], [-4.758146, 2.421567, 1.088871], [-3.980692, 0.674627, -0.375267], [-3.114398, 0.224170, -1.368621], [-3.239623, -1.130936, -1.839746], [-4.327514, -1.991185, -1.238498], [-3.958286, -2.810979, 0.027168], [-3.363872, -2.045665, 1.217007], [-1.897484, -1.625147, 1.057910], [-1.066651, -1.886617, 2.220418], [-0.086955, -1.035051, 2.607311], [0.576588, -1.520583, 3.684982], [-0.069711, -2.802498, 4.010356], [-1.038707, -2.943269, 3.070750], [-2.374870, -1.572445, -2.788021], [-2.514679, -2.996856, -3.282020], [-1.799801, -4.033181, -2.376243], [-2.550384, -5.345157, -2.266521], [-1.957202, -6.106306, -1.127863], [-1.407739, -0.734342, -3.319332], [-0.518302, -1.435220, -4.277692], [0.772206, -0.999237, -4.155835], [-1.013887, -1.531186, -5.735915], [0.097926, -1.450146, -6.798344], [-1.275852, 0.569103, -2.964117], [-0.267040, 1.479371, -3.612464], [-0.156293, 1.415709, -5.151400], [1.075358, 1.519393, -2.888792], [2.014483, 2.622792, -3.445585], [-2.104413, 1.055170, -1.934989], [0.272551, 5.149667, -2.168999], [-3.752105, 4.669102, -1.530710], [-2.697890, 5.861836, -0.738473], [-5.458603, 4.933368, 0.123391], [-4.320275, 7.681624, -0.506871], [-5.381294, 6.736917, -1.536077], [-5.942206, 7.319004, 0.071484], [-5.098453, 5.936873, 2.012780], [-4.289948, 3.000241, 1.778420], [-5.290009, 1.688003, 1.538747], [-4.747102, 0.059874, 0.055389], [-5.200869, -1.403211, -0.984799], [-4.717698, -2.705355, -1.955735], [-3.309899, -3.654974, -0.171989], [-4.892935, -3.242707, 0.385767], [-3.979962, -1.216794, 1.549038], [-3.391094, -2.743617, 2.052692], [-1.436813, -2.093586, 0.187225], [-1.855556, -0.550862, 0.900053], [0.188459, -0.095967, 2.154063], [1.406125, -1.046394, 4.174679], [0.155911, -3.476190, 4.814009], [-1.728615, -3.762592, 2.969705], [-2.073901, -3.145635, -4.257094], [-3.551036, -3.254707, -3.449276], [-0.816544, -4.238890, -2.804960], [-1.631390, -3.592001, -1.400852], [-3.606115, -5.202032, -2.045415], [-2.399375, -5.916849, -3.182970], [-0.968590, -5.878490, -1.118423], [-2.017280, -7.097157, -1.328891], [-0.398040, -2.460052, -3.953882], [-1.811548, -0.831627, -5.960749], [-1.451336, -2.516804, -5.863621], [1.032586, -1.868130, -6.441267], [-0.223264, -2.077886, -7.626531], [0.207605, -0.448870, -7.191908], [-0.744884, 2.447809, -3.552877], [0.022024, 2.411443, -5.542502], [0.666943, 0.803744, -5.492459], [-1.117739, 1.109578, -5.552243], [1.624554, 0.583996, -2.936640], [0.935013, 1.732934, -1.834530], [1.501347, 3.262533, -4.159533], [2.918822, 2.208979, -3.870104], [2.269681, 3.271988, -2.620114], [3.685254, -3.778912, 6.731078], [2.380827, -3.868600, 7.494910], [1.666598, -2.632857, 7.375121], [4.470129, -2.702142, 7.222627], [4.263950, -4.696428, 6.836824], [3.484975, -3.605838, 5.665171], [2.570813, -4.021250, 8.556434], [1.761866, -4.692158, 7.119900], [1.362789, -2.565713, 6.464027], [3.854146, -1.984451, 7.415287], [3.582788, -3.166101, 0.657165], [3.492262, -4.328731, 1.624330], [3.053742, -3.863202, 2.896885], [4.464011, -2.171361, 1.151364], [3.954381, -3.494222, -0.314552], [2.588258, -2.713840, 0.525729], [4.473981, -4.774308, 1.777557], [2.806042, -5.096379, 1.250387], [2.131174, -3.586488, 2.832127], [4.312639, -2.130214, 2.104756], [4.974776, 2.314458, -0.980111], [6.465159, 2.333559, -1.235082], [6.985854, 3.591104, -0.813312], [4.352883, 3.396340, -1.665751], [4.525857, 1.382816, -1.329917], [4.776681, 2.420748, 0.094552], [6.665305, 2.253049, -2.303189], [6.974486, 1.516093, -0.715554], [6.954484, 3.620144, 0.148613], [4.958813, 4.153995, -1.593871], [-2.584960, -2.884162, 7.788737], [-2.486341, -4.277409, 7.205166], [-1.191181, -4.475077, 6.630955], [-2.341138, -1.906337, 6.785752], [-3.579162, -2.704697, 8.198019], [-1.842980, -2.757615, 8.587692], [-3.206671, -4.398499, 6.397025], [-2.672133, -5.040381, 7.966632], [-0.556222, -4.525191, 7.354639], [-1.630253, -2.252092, 6.230021], [6.311335, 8.148958, -2.830457], [6.501757, 7.061290, -1.795462], [5.999446, 5.819364, -2.295451], [4.938622, 8.269388, -3.174735], [6.651712, 9.111864, -2.450717], [6.877386, 7.905589, -3.739514], [5.926690, 7.288425, -0.898874], [7.556071, 6.951702, -1.525580], [6.591293, 5.520293, -2.993438], [4.591209, 7.369441, -3.200205]],
  "forces_ev_per_a": [[-0.1, 0.7, 0.0], [0.0, -0.8, -0.6], [0.5, 0.0, -0.3], [-0.3, 0.6, 0.5], [0.0, -0.1, -0.5], [-0.1, 0.0, 0.5], [-0.5, 0.0, 0.1], [0.4, -0.1, 0.1], [0.1, 0.0, -0.1], [0.2, 0.5, 0.4], [0.2, -0.6, 0.3], [-0.4, 0.0, 0.0], [0.1, -0.8, -0.6], [-0.2, 0.7, 0.4], [0.2, -0.7, 0.2], [-0.3, 0.7, 0.3], [0.4, -0.8, 0.2], [-0.2, 0.1, 0.0], [0.0, 0.6, -0.1], [1.2, 1.1, 0.3], [-0.6, -1.8, 0.7], [1.2, 1.8, -0.4], [-0.9, -1.3, 0.0], [-0.8, -0.6, -0.1], [0.9, -0.4, -0.3], [-0.4, 0.4, -0.4], [0.9, -0.6, 0.9], [-0.1, 0.4, -0.6], [0.1, -0.1, 0.0], [0.7, -0.7, -0.7], [-0.1, 0.6, -0.1], [0.4, 0.2, -0.3], [-0.7, -0.4, -0.1], [0.3, -0.5, 0.0], [-0.2, 0.2, -0.9], [0.0, -0.2, 0.3], [0.8, 0.5, 0.0], [-0.9, 0.0, 0.5], [-0.3, 0.7, 0.8], [0.3, 0.0, 0.1], [0.1, 0.1, -0.2], [0.2, -0.1, 0.1], [0.1, -0.2, -0.1], [0.1, 0.0, 0.1], [-0.3, 0.0, 0.0], [-0.2, 0.1, -0.2], [0.1, 0.1, 0.1], [-0.1, 0.4, -0.3], [-0.1, 0.1, 0.0], [0.0, -0.3, -0.2], [0.0, 0.3, -0.1], [0.1, -0.1, -0.3], [0.2, -0.1, -0.3], [-0.1, -0.1, -0.1], [-0.1, 0.2, -0.1], [-0.1, -0.1, 0.1], [-0.1, -0.1, -0.1], [0.2, 0.1, -0.1], [-0.6, 0.0, -0.5], [0.1, 0.1, 0.1], [-0.1, -0.2, 0.0], [-0.1, 0.0, -0.1], [-0.3, 0.2, -0.2], [-0.3, 0.1, 0.4], [0.1, 0.0, 0.1], [0.0, -0.1, 0.3], [-0.1, 0.1, -0.2], [-0.5, 0.2, -0.3], [0.1, -0.2, 0.2], [0.0, -0.1, 0.2], [-0.4, 0.0, 0.5], [-0.1, 0.2, 0.1], [-0.1, -0.1, 0.2], [0.2, 0.2, 0.0], [0.1, 0.0, -0.2], [0.3, 0.1, 0.1], [0.1, 0.2, 0.7], [0.0, 0.2, 0.1], [-0.1, -0.2, -0.1], [0.0, -0.2, -0.3], [-0.4, -0.2, -0.1], [-0.3, -0.1, 0.2], [0.1, -0.1, -0.3], [0.1, 0.1, -0.2], [0.4, 0.1, 0.0], [0.0, 0.4, 0.0], [-0.1, 0.0, -0.3], [0.0, -0.1, 0.2], [0.0, -0.2, 0.1], [0.0, 0.0, 0.0], [-0.1, -0.2, 0.0], [0.0, 0.1, 0.0], [0.1, -0.1, 0.0], [0.0, 0.1, 0.0], [0.0, 0.0, 0.0], [0.1, 0.2, 0.2], [-0.4, 0.1, 0.0], [0.2, 0.0, 0.1], [0.1, -0.1, -0.1], [0.0, 0.0, 0.0], [-0.1, -0.2, -0.1], [0.0, 0.0, 0.0], [0.1, 0.0, -0.1], [-0.1, 0.0, 0.0], [0.0, 0.0, 0.0], [-0.2, 0.4, -0.1], [0.0, 0.0, 0.4], [0.2, -0.1, 0.0], [0.3, -0.1, 0.1], [0.0, 0.0, 0.0], [0.1, -0.2, 0.0], [0.0, 0.0, 0.0], [-0.1, -0.1, -0.1], [0.0, 0.0, 0.0], [-0.1, 0.0, 0.0], [0.3, 0.2, -0.2], [0.2, 0.0, 0.2], [0.0, -0.1, -0.1], [-0.2, -0.1, 0.0], [0.0, 0.0, 0.0], [-0.1, -0.1, 0.1], [0.0, 0.0, 0.0], [-0.1, 0.0, 0.0], [0.0, 0.1, 0.0], [0.0, 0.1, 0.0], [-0.3, -0.1, -0.2], [0.2, -0.1, -0.1], [-0.3, 0.3, -0.1], [0.0, 0.1, 0.2], [0.0, 0.0, 0.0], [0.2, 0.0, 0.1], [0.0, 0.0, 0.0], [0.0, 0.1, 0.1], [0.0, -0.1, 0.1], [0.0, 0.0, -0.1]],
  "total_charge": 1,
  "homo_energy_ev": -10.56,
  "gap_ev": 7.0,
  "e_tot_ev": -78023.9421
}

---

{
  "formula": "C26H80N8O2",
  "method": "ωB97M-V/def2-TZVPD",
  "elements": ["N", "H", "H", "H", "H", "N", "H", "H", "H", "H", "N", "H", "H", "H", "H", "N", "H", "H", "H", "H", "O", "C", "C", "O", "H", "H", "H", "H", "C", "C", "N", "C", "C", "C", "C", "H", "H", "H", "H", "H", "H", "H", "H", "H", "H", "H", "H", "H", "H", "H", "C", "C", "N", "C", "C", "C", "C", "H", "H", "H", "H", "H", "H", "H", "H", "H", "H", "H", "H", "H", "H", "H", "C", "C", "N", "C", "C", "C", "C", "H", "H", "H", "H", "H", "H", "H", "H", "H", "H", "H", "H", "H", "H", "H", "C", "C", "N", "C", "C", "C", "C", "H", "H", "H", "H", "H", "H", "H", "H", "H", "H", "H", "H", "H", "H", "H"],
  "coordinates": [[-6.104716, 12.464005, -35.349456], [-6.768192, 12.584228, -34.597497], [-5.860414, 11.484558, -35.316298], [-5.308502, 13.083329, -35.400130], [-6.686152, 12.481286, -36.175129], [-6.649738, 5.433180, -24.930466], [-7.065341, 6.201623, -25.437300], [-5.655105, 5.411052, -25.104579], [-7.095824, 4.605295, -25.298861], [-6.799458, 5.524021, -23.935767], [-8.617750, 5.867633, -31.892896], [-8.803647, 6.565193, -31.186531], [-8.310107, 5.042912, -31.397625], [-7.980692, 6.230420, -32.587626], [-9.462612, 5.596789, -32.375543], [-5.516014, 12.628635, -28.462474], [-4.758296, 12.243038, -29.007689], [-5.871209, 11.822575, -27.968302], [-6.268439, 12.818032, -29.109056], [-5.273892, 13.436024, -27.906048], [-9.980674, 11.991123, -30.632202], [-11.078773, 11.321328, -29.987427], [-10.796455, 10.516795, -28.599608], [-9.625200, 9.681763, -28.436985], [-11.358301, 10.465665, -30.602081], [-11.981514, 11.929882, -29.934378], [-11.733673, 10.016877, -28.355060], [-10.873509, 11.260716, -27.806678], [-11.797702, 14.156555, -38.897123], [-10.476937, 13.869894, -38.179853], [-9.283190, 13.926715, -39.026013], [-9.233843, 12.848650, -40.065569], [-7.833181, 12.615388, -40.601969], [-9.118830, 15.265293, -39.626053], [-9.031574, 16.320217, -38.535387], [-11.969460, 13.372966, -39.635064], [-11.878322, 15.114628, -39.410676], [-12.671016, 14.158478, -38.244882], [-10.442533, 14.652337, -37.421750], [-10.475628, 12.938081, -37.614342], [-9.613158, 11.948194, -39.582469], [-9.852994, 12.947463, -40.957194], [-7.153447, 12.292084, -39.813577], [-7.894898, 11.772500, -41.290312], [-7.374518, 13.434775, -41.155454], [-9.917202, 15.571881, -40.301833], [-8.204828, 15.309178, -40.218319], [-9.991257, 16.464372, -38.039079], [-8.815575, 17.295973, -38.970571], [-8.284624, 16.018901, -37.800977], [-5.619410, 18.616036, -24.086541], [-5.496202, 17.462245, -25.085043], [-4.449804, 16.464003, -24.754642], [-4.578607, 15.818321, -23.430523], [-5.945940, 15.245185, -23.163880], [-3.096191, 16.975810, -24.900181], [-2.147526, 15.803629, -25.026305], [-6.509349, 19.230001, -24.224954], [-4.703309, 19.206548, -24.099162], [-5.713442, 18.229423, -23.071757], [-6.487403, 17.019857, -25.184672], [-5.311015, 17.770063, -26.114146], [-4.212709, 16.470345, -22.637371], [-3.873906, 14.998558, -23.290926], [-6.216203, 14.438198, -23.844913], [-6.783928, 15.938908, -23.095829], [-5.962060, 14.771476, -22.182331], [-2.995801, 17.500135, -25.850498], [-2.851530, 17.683545, -24.108138], [-2.638319, 15.100959, -25.699713], [-1.196657, 16.157963, -25.424266], [-1.969867, 15.395564, -24.031310], [-12.771651, 5.619629, -35.093551], [-13.418106, 4.644837, -34.157142], [-12.505540, 3.640660, -33.627566], [-13.202227, 2.906906, -32.554065], [-13.406159, 3.752297, -31.279706], [-12.076844, 2.663403, -34.665093], [-10.863401, 1.906426, -34.192691], [-11.877597, 6.015113, -34.611524], [-13.451381, 6.446993, -35.297310], [-12.527674, 5.174954, -36.058350], [-13.930691, 5.156115, -33.342305], [-14.232243, 4.164541, -34.699896], [-14.173107, 2.580368, -32.926707], [-12.669828, 2.002602, -32.259302], [-12.484645, 4.204129, -30.912606], [-14.135226, 4.562554, -31.284914], [-13.667736, 3.111693, -30.437511], [-11.884823, 3.136275, -35.628220], [-12.912008, 1.997713, -34.882926], [-10.914373, 1.475082, -33.192961], [-9.998298, 2.568724, -34.225160], [-10.679677, 1.083222, -34.883123], [-19.614951, 10.403562, -34.428781], [-20.532853, 10.425287, -33.222926], [-19.961987, 11.068630, -32.058782], [-18.895163, 10.248501, -31.410259], [-18.797277, 10.610211, -29.893751], [-19.661156, 12.474240, -32.251134], [-20.848691, 13.347812, -32.694646], [-18.575163, 10.457311, -34.106225], [-19.732544, 11.292382, -35.048691], [-19.804187, 9.538774, -35.064731], [-21.461682, 10.944717, -33.458631], [-20.859625, 9.416667, -32.969929], [-19.094958, 9.186682, -31.554217], [-17.909328, 10.363443, -31.860847], [-19.715103, 10.710612, -29.314422], [-18.166160, 9.887512, -29.376548], [-18.248872, 11.550357, -29.834671], [-18.807087, 12.519580, -32.926869], [-19.233450, 12.833679, -31.315208], [-21.098427, 13.287251, -33.753920], [-20.538885, 14.390015, -32.617732], [-21.732758, 13.156381, -32.086458]],
  "forces_ev_per_a": [[-1.1, -1.2, -0.5], [0.0, 0.7, 1.0], [0.9, -0.5, 0.3], [0.2, 0.4, 0.2], [-0.2, 0.8, -1.0], [0.0, 0.0, -0.3], [-0.2, 0.8, -0.1], [0.5, -0.1, -0.2], [-0.1, -0.7, 0.1], [-0.3, 0.1, 0.6], [-0.4, -0.3, 0.1], [-0.4, 1.0, 0.4], [0.7, -0.5, 0.0], [0.7, 0.0, -0.1], [-0.9, 0.1, -0.2], [-0.3, -1.0, -0.7], [0.7, 0.3, -0.3], [-0.4, -0.2, 1.1], [-0.8, 0.6, -0.6], [0.1, 0.3, 0.5], [-2.0, -1.0, 1.5], [3.2, -0.1, -1.4], [1.9, -0.5, 0.8], [-2.2, 1.4, -0.7], [-0.1, -0.5, -0.6], [-0.1, 0.4, 0.7], [-0.4, -0.9, -0.7], [0.9, 0.8, 0.2], [-0.5, -0.9, -0.4], [-0.6, 1.0, 0.1], [0.0, -0.1, -1.2], [0.3, 0.4, 0.7], [0.2, -0.7, 0.1], [0.2, 0.2, 0.6], [-0.3, 0.2, -0.2], [-0.2, 0.1, -0.2], [0.5, 0.0, 0.0], [0.2, -0.2, 0.4], [0.6, -0.2, 0.2], [-0.2, -0.2, -0.3], [0.2, -0.2, 0.1], [-0.6, 0.7, 0.1], [0.1, 0.2, 0.1], [0.1, 0.0, -0.2], [-0.2, 0.1, 0.2], [-0.3, -0.3, -0.2], [0.1, -0.3, 0.1], [0.1, -0.1, 0.1], [0.4, -0.1, 0.0], [0.1, 0.3, 0.1], [0.4, -0.2, 0.1], [-0.2, -0.2, 0.3], [-0.6, -0.3, 0.2], [-0.1, 0.2, -0.3], [-0.6, -0.4, 0.8], [-0.4, -0.1, -0.9], [0.3, 0.6, 0.7], [0.2, 0.1, -0.4], [-0.2, 0.3, 0.0], [0.0, -0.2, 0.0], [0.1, -0.6, 0.3], [0.4, 0.4, 0.1], [-0.5, 0.6, 0.3], [0.1, -0.2, -0.8], [0.1, 0.2, -0.3], [0.2, 0.3, -0.4], [0.3, -0.1, 0.2], [-0.4, 0.4, 0.0], [0.3, 0.0, 0.2], [0.3, -0.2, 0.1], [0.1, -0.2, -0.1], [0.2, -0.5, -0.3], [0.1, 0.5, 0.0], [-0.5, -0.3, -0.2], [0.3, -0.4, 0.1], [-0.1, 0.9, 0.6], [0.3, -0.2, 0.6], [-0.6, 0.4, 0.8], [0.5, -0.3, -0.5], [0.2, 0.2, -0.2], [0.0, 0.0, 0.0], [0.2, 0.0, 0.1], [0.4, 0.1, 0.1], [-0.4, -0.4, -0.2], [-0.3, -0.2, 0.0], [0.2, 0.1, -0.2], [0.4, 0.1, -0.4], [-0.1, -0.2, -0.4], [-0.4, -0.2, -0.1], [0.2, 0.3, 0.2], [-0.2, -0.4, 0.1], [-0.3, 0.1, 0.0], [0.1, 0.0, 0.0], [0.2, -0.1, 0.0], [0.2, 0.3, -0.5], [-0.4, 0.2, 0.0], [-0.2, -1.3, 0.8], [-1.2, 1.0, 0.8], [0.9, -0.1, -0.7], [0.4, -0.5, 0.2], [0.8, 0.1, -0.1], [0.1, -0.5, -0.1], [-0.2, 0.1, -0.1], [0.2, 0.0, 0.0], [-0.1, 0.1, -0.1], [0.2, -0.1, 0.2], [-0.5, 0.1, 0.1], [0.3, 0.4, -0.1], [-0.2, -0.1, -0.6], [0.0, -0.1, 0.0], [-0.1, 0.1, 0.2], [0.1, 0.6, -0.7], [-0.4, 0.2, 0.2], [-0.1, -0.6, 0.0], [-0.1, 0.1, 0.4], [0.1, 0.1, 0.0]],
  "total_charge": 2,
  "homo_energy_ev": -7.36,
  "gap_ev": 1.6,
  "e_above_lowest_kcal_mol": 278.19,
  "e_tot_ev": -44247.6673
}